Below is a structure of composition C3H12N2O at a distorted geometry, with properties calculated with ωB97M-V/def2-TZVPD.

Properties
electronic energy: -8328.294 eV
F_max: 4.6 eV Å⁻¹
E_LUMO: 0.67 eV
highest occupied orbital energy: -0.333 hartree
relative energy (zero: lowest compared OMol25 entry of this formula, charge and spin): 116.0 kcal/mol

Structure (XYZ):
```
18
Properties=species:S:1:pos:R:3:lowdin_charge:R:1
N 1.83728 0.37130 0.61583 -0.01
C 1.29447 -1.12254 -0.36767 -0.17
C -0.18153 -1.08854 -0.69738 -0.22
C -0.80550 -0.54875 0.59656 -0.32
N -2.22377 -0.08365 0.33323 -0.06
H 2.81294 0.20916 0.50758 0.00
H 1.38637 -0.69528 0.81529 0.02
H 1.60860 -2.27000 -0.23108 0.16
H 2.01216 -0.79195 -1.13334 0.10
H -0.46949 -0.52772 -1.48798 0.06
H -0.57575 -2.10106 -0.88941 0.12
H -0.28557 0.20133 1.16816 0.07
H -1.07405 -1.48289 1.17212 0.13
H -2.55359 -0.07093 1.34371 0.07
H -2.22804 0.96986 -0.03870 0.10
H -0.14263 2.96491 -0.74265 0.03
H 0.76853 1.87525 0.01975 0.03
O -0.04984 2.03310 -0.54200 -0.10
```